{"formula": "C18H51NO14", "method": "ωB97M-V/def2-TZVPD", "max_force_ev_per_a": 4.729, "homo_ev": -8.95, "orbital_gap_ev": 9.12, "smiles": "COCCNCCOC.OCCO.OCCO.OCCO.OCCO.OCCO.OCCO", "de_lowest_kj_mol": 390.4, "total_charge": 0, "total_energy_ev": -49640.0566, "elements": ["C", "O", "C", "C", "N", "C", "C", "O", "C", "H", "H", "H", "H", "H", "H", "H", "H", "H", "H", "H", "H", "H", "H", "H", "O", "C", "C", "O", "H", "H", "H", "H", "H", "H", "O", "C", "C", "O", "H", "H", "H", "H", "H", "H", "O", "C", "C", "O", "H", "H", "H", "H", "H", "H", "O", "C", "C", "O", "H", "H", "H", "H", "H", "H", "O", "C", "C", "O", "H", "H", "H", "H", "H", "H", "O", "C", "C", "O", "H", "H", "H", "H", "H", "H"], "positions_angstrom": [[-1.12, 1.45, 4.42], [0.23, 1.22, 4.47], [0.82, 0.75, 3.31], [2.34, 0.69, 3.58], [2.95, 0.40, 2.28], [4.25, -0.26, 2.51], [4.89, -0.71, 1.21], [5.78, -1.72, 1.50], [6.31, -2.55, 0.43], [-1.36, 2.29, 3.92], [-1.47, 1.80, 5.32], [-1.67, 0.51, 4.17], [0.73, 1.31, 2.45], [0.46, -0.25, 2.99], [2.55, -0.19, 4.31], [2.81, 1.57, 4.06], [2.43, -0.32, 1.68], [4.10, -1.18, 3.07], [4.79, 0.39, 3.10], [5.38, 0.11, 0.75], [4.09, -1.01, 0.52], [6.56, -1.86, -0.34], [5.47, -3.07, 0.04], [7.15, -3.19, 0.66], [-1.43, 0.33, -3.19], [-2.29, -0.75, -3.49], [-3.62, -0.62, -2.63], [-4.56, -1.55, -3.15], [-1.49, 0.57, -2.29], [-2.50, -0.58, -4.50], [-1.66, -1.58, -3.30], [-3.92, 0.44, -2.67], [-3.42, -0.80, -1.52], [-4.63, -1.36, -4.09], [1.69, -2.13, 0.75], [2.54, -3.19, 1.31], [3.01, -4.06, 0.20], [3.66, -5.24, 0.74], [2.17, -1.93, -0.05], [3.41, -2.88, 1.91], [2.02, -3.79, 2.05], [3.72, -3.52, -0.43], [2.32, -4.30, -0.52], [4.63, -5.23, 0.55], [-1.77, 1.69, -0.53], [-2.09, 0.71, 0.50], [-1.20, -0.46, 0.45], [-1.80, -1.35, 1.45], [-1.88, 2.54, -0.17], [-1.92, 1.30, 1.41], [-3.20, 0.47, 0.29], [-0.13, -0.34, 0.66], [-1.36, -1.03, -0.52], [-1.53, -2.28, 1.26], [-3.21, 2.84, -5.07], [-3.61, 3.12, -3.68], [-3.32, 4.65, -3.43], [-3.72, 4.96, -2.09], [-2.36, 2.37, -5.16], [-4.65, 2.85, -3.43], [-3.09, 2.42, -2.93], [-4.00, 5.15, -4.07], [-2.32, 5.03, -3.58], [-3.67, 5.93, -1.98], [-2.62, 4.15, 0.33], [-1.56, 5.03, 0.72], [-0.30, 4.68, -0.05], [-0.63, 4.83, -1.48], [-2.96, 4.65, -0.40], [-1.68, 6.04, 0.66], [-1.42, 4.78, 1.78], [-0.02, 3.63, 0.05], [0.64, 5.20, 0.17], [-1.56, 4.63, -1.58], [-0.87, -4.58, -2.35], [-0.73, -3.83, -1.17], [-0.63, -4.71, 0.09], [-0.52, -3.83, 1.23], [-0.02, -4.89, -2.50], [0.09, -3.15, -1.36], [-1.54, -3.15, -1.18], [0.18, -5.47, 0.15], [-1.47, -5.23, 0.28], [0.31, -3.36, 1.12]], "lowdin_charge": [-0.11, -0.15, -0.24, -0.19, -0.07, -0.20, -0.24, -0.18, -0.04, 0.04, 0.06, 0.12, 0.09, 0.12, 0.14, 0.13, 0.10, 0.11, 0.10, 0.11, 0.11, 0.08, 0.03, 0.10, -0.08, -0.20, -0.20, -0.06, 0.01, 0.10, 0.10, 0.10, 0.12, 0.09, -0.09, -0.19, -0.25, -0.04, 0.08, 0.12, 0.13, 0.11, 0.08, 0.10, -0.10, -0.21, -0.23, -0.10, 0.00, 0.12, 0.15, 0.10, 0.11, 0.05, -0.09, -0.18, -0.20, -0.11, 0.09, 0.12, 0.11, 0.10, 0.12, 0.12, -0.06, -0.20, -0.18, -0.07, 0.03, 0.09, 0.13, 0.10, 0.13, 0.01, -0.03, -0.24, -0.16, -0.08, 0.05, 0.11, 0.10, 0.13, 0.09, 0.02]}